1.
{
  "formula": "C20H22N2ORhTe",
  "method": "ωB97M-V/def2-TZVPD",
  "total_charge": 1,
  "elements": ["Rh", "N", "C", "C", "C", "C", "C", "C", "C", "C", "N", "C", "H", "H", "H", "H", "H", "H", "H", "H", "C", "O", "C", "C", "H", "H", "H", "H", "H", "H", "C", "Te", "C", "C", "C", "C", "C", "C", "C", "H", "H", "H", "H", "H", "H", "H", "H"],
  "positions_angstrom": [[-0.1274, -0.1027, 0.2039], [0.9414, -0.0582, -1.8604], [0.9803, 1.2851, -2.4046], [1.5597, 1.5482, -3.6215], [1.5875, 2.8474, -4.1432], [1.0235, 3.8813, -3.4466], [0.4283, 3.6513, -2.1905], [-0.1867, 4.6785, -1.4465], [-0.7578, 4.3846, -0.2375], [-0.6839, 3.0759, 0.2420], [-0.1096, 2.0899, -0.4164], [0.4285, 2.3398, -1.6433], [0.4827, -0.6902, -2.5083], [1.8897, -0.4001, -1.7487], [1.9910, 0.7359, -4.1935], [2.0469, 3.0187, -5.1066], [1.0214, 4.8866, -3.8468], [-0.2046, 5.6834, -1.8478], [-1.2458, 5.1405, 0.3604], [-1.0967, 2.8299, 1.2132], [-2.6037, -1.0728, 1.4532], [-1.9798, -2.0947, 0.6689], [-0.8322, -1.7924, 0.0802], [-0.3380, -2.9436, -0.7359], [-2.4104, -1.2670, 2.5075], [-3.6715, -1.1222, 1.2565], [-2.2381, -0.0720, 1.1921], [-0.9802, -3.8109, -0.5857], [0.6882, -3.1910, -0.4655], [-0.3491, -2.6895, -1.7963], [0.9948, -0.3059, 4.1208], [1.5967, -0.7741, 2.1004], [2.6873, 1.0730, 2.2679], [2.8932, 1.2818, 3.7440], [3.8803, 2.1408, 4.2145], [4.0409, 2.3380, 5.5766], [3.2158, 1.6774, 6.4751], [2.2312, 0.8193, 6.0116], [2.0637, 0.6181, 4.6461], [0.9391, -1.2265, 4.6985], [0.0130, 0.1647, 4.1059], [2.0867, 1.8715, 1.8319], [3.6249, 0.9973, 1.7212], [4.5290, 2.6504, 3.5127], [4.8168, 2.9998, 5.9370], [3.3459, 1.8226, 7.5389], [1.5934, 0.2967, 6.7137]]
}


2.
{
  "formula": "C4H7NO2",
  "method": "ωB97M-V/def2-TZVPD",
  "total_charge": 0,
  "smiles": "C/C(=N\\O)[C@H]1CO1",
  "elements": ["C", "C", "N", "O", "C", "C", "O", "H", "H", "H", "H", "H", "H", "H"],
  "positions_angstrom": [[-1.4095, -1.0535, -0.4179], [-0.5396, 0.1727, -0.4624], [-0.7460, 1.2801, 0.1640], [-1.4695, 0.9733, 1.3420], [0.9177, -0.0555, -0.6547], [1.8489, 0.8590, 0.0064], [1.3506, -0.2400, 0.7416], [-2.4504, -0.7919, -0.2174], [-1.3522, -1.5819, -1.3782], [-1.0657, -1.7505, 0.3538], [-0.7458, 0.4387, 1.7412], [1.2671, -0.8544, -1.2989], [2.9027, 0.7625, -0.2192], [1.4918, 1.8414, 0.2998]]
}


3.
{
  "formula": "C37H37N5O5PRu",
  "method": "ωB97M-V/def2-TZVPD",
  "total_charge": 0,
  "multiplicity": 6,
  "s_squared": 8.76,
  "elements": ["Ru", "O", "C", "N", "C", "C", "C", "C", "C", "C", "N", "C", "C", "C", "C", "C", "N", "H", "H", "H", "H", "H", "H", "H", "H", "H", "H", "C", "O", "C", "O", "H", "H", "H", "O", "C", "O", "C", "N", "C", "C", "C", "H", "H", "H", "H", "H", "H", "H", "H", "H", "N", "P", "C", "C", "C", "C", "C", "C", "C", "C", "C", "C", "C", "C", "C", "C", "C", "C", "C", "C", "H", "H", "H", "H", "H", "H", "H", "H", "H", "H", "H", "H", "H", "H", "H"],
  "positions_angstrom": [[-0.3800, -1.7517, -0.9166], [-0.6602, 0.0249, -4.8578], [-0.8868, -0.5297, -3.7765], [-0.0351, -1.2595, -3.0581], [1.2875, -1.3161, -3.6265], [2.2421, -2.0458, -2.7279], [3.5559, -2.2878, -3.1243], [4.4016, -2.9637, -2.2726], [3.9210, -3.3978, -1.0432], [2.6089, -3.1217, -0.7163], [1.7957, -2.4493, -1.5418], [-2.2623, -0.4051, -3.1563], [-3.2941, 0.2363, -3.8212], [-4.5265, 0.3252, -3.1938], [-4.6882, -0.2262, -1.9325], [-3.6012, -0.8517, -1.3421], [-2.4234, -0.9302, -1.9488], [1.6859, -0.3106, -3.8224], [1.2817, -1.8072, -4.6069], [3.8898, -1.9440, -4.0950], [5.4258, -3.1624, -2.5628], [4.5473, -3.9459, -0.3533], [2.1686, -3.4338, 0.2198], [-3.1025, 0.6493, -4.8014], [-5.3553, 0.8200, -3.6847], [-5.6362, -0.1806, -1.4144], [-3.6635, -1.3163, -0.3639], [-3.1838, -5.2567, -0.6044], [-2.6880, -3.9208, -0.7497], [-1.3455, -3.7597, -0.5196], [-0.6726, -4.7212, -0.2083], [-4.2602, -5.1963, -0.7448], [-2.9507, -5.6541, 0.3820], [-2.7433, -5.9153, -1.3525], [-1.2452, -2.1511, 2.5499], [0.0830, -2.1751, 2.5444], [0.7432, -2.3947, 1.5616], [0.7339, -1.8609, 3.8829], [-0.2578, -1.7704, 4.9690], [-0.1238, -0.4451, 5.6148], [1.2665, 0.0522, 5.2353], [1.4117, -0.4760, 3.8116], [1.4667, -2.6454, 4.0759], [-0.1179, -2.5108, 5.6403], [-1.4824, -1.9942, 3.4916], [-0.2890, -0.5296, 6.6886], [-0.8769, 0.2306, 5.2142], [2.0206, -0.3945, 5.8893], [1.3583, 1.1369, 5.2945], [2.4389, -0.5460, 3.4597], [0.8658, 0.1661, 3.1128], [-0.1119, -0.0441, -0.0249], [0.1516, 1.4704, -0.0219], [-0.7679, 2.4274, -1.2607], [-1.9985, 3.0183, -0.9842], [-2.7318, 3.6124, -2.0022], [-2.2449, 3.6126, -3.3022], [-1.0281, 3.0107, -3.5905], [-0.2932, 2.4215, -2.5727], [-0.2967, 2.2294, 1.5704], [-1.4093, 1.6853, 2.2117], [-1.8394, 2.1999, 3.4264], [-1.1418, 3.2412, 4.0261], [-0.0177, 3.7673, 3.4065], [0.4008, 3.2677, 2.1783], [1.8948, 1.8858, -0.3200], [2.3291, 3.1660, -0.6590], [3.6750, 3.4053, -0.8976], [4.5921, 2.3653, -0.8057], [4.1640, 1.0874, -0.4750], [2.8176, 0.8477, -0.2315], [-2.3846, 3.0265, 0.0278], [-3.6861, 4.0726, -1.7794], [-2.8221, 4.0710, -4.0955], [-0.6606, 2.9656, -4.6066], [0.6452, 1.9332, -2.8088], [-1.9136, 0.8420, 1.7543], [-2.7155, 1.7824, 3.9087], [-1.4707, 3.6376, 4.9788], [0.5365, 4.5706, 3.8760], [1.2813, 3.6846, 1.7057], [1.6128, 3.9733, -0.7624], [4.0068, 4.3997, -1.1679], [5.6406, 2.5524, -1.0009], [4.8744, 0.2722, -0.4143], [2.4638, -0.1476, 0.0155]]
}


4.
{
  "formula": "CHFNO2",
  "method": "ωB97M-V/def2-TZVPD",
  "total_charge": -1,
  "elements": ["C", "N", "O", "O", "F", "H"],
  "positions_angstrom": [[1.6677, -0.6960, 0.3294], [-0.1684, -0.1498, 0.4946], [1.9758, -1.6544, 0.9898], [2.2468, 0.0822, -0.3985], [-0.2580, 0.5045, 1.8037], [-0.1646, 0.4824, -0.3304]]
}


5.
{
  "formula": "C2H7O3P",
  "method": "ωB97M-V/def2-TZVPD",
  "total_charge": 0,
  "smiles": "O=PO.CCO",
  "elements": ["C", "C", "O", "O", "O", "P", "H", "H", "H", "H", "H", "H", "H"],
  "positions_angstrom": [[0.5442, -1.1799, -0.1864], [1.9498, -1.1741, 0.5258], [-0.3133, -0.0172, 0.0260], [-3.1198, 1.6787, 1.1067], [-2.0388, 2.6059, -0.9317], [-1.8447, 2.0942, 0.6217], [-0.0724, -2.1504, 0.1891], [1.9591, -0.7733, 1.5160], [2.5787, -0.7359, -0.1840], [2.4540, -2.2511, 0.5819], [0.6626, -1.2725, -1.2380], [0.0300, 0.8069, -0.4694], [-2.7895, 2.3689, -1.5577]]
}


6.
{
  "formula": "C9H13NO2",
  "method": "ωB97M-V/def2-TZVPD",
  "total_charge": 0,
  "smiles": "CCC1=C([N+](=O)[O-])[C@H](C)CC=C1",
  "elements": ["C", "C", "C", "C", "C", "C", "C", "C", "C", "N", "O", "O", "H", "H", "H", "H", "H", "H", "H", "H", "H", "H", "H", "H", "H"],
  "positions_angstrom": [[0.6241, 0.9668, 0.3290], [0.4836, 1.5709, -0.8590], [-0.3034, -0.0480, 0.8597], [-0.9614, -0.8151, -0.1301], [-0.5215, 1.1121, -1.8777], [-0.8915, -0.4224, -1.6572], [0.2571, -1.2260, -2.3299], [0.0300, 0.9911, 3.1645], [-0.4718, -0.2504, 2.2848], [-1.8237, -1.8928, 0.0114], [-2.5622, -2.2550, -0.9392], [-1.7594, -2.5029, 1.0522], [1.3854, 1.3901, 1.1024], [1.2853, 2.2901, -1.0510], [-1.4794, 1.8028, -1.6612], [-0.3409, 1.2685, -3.0220], [-1.8179, -0.5434, -2.1328], [1.2127, -0.9874, -1.7498], [0.4048, -1.0087, -3.3379], [0.1688, -2.3584, -2.1851], [-0.4815, 1.8727, 2.7433], [1.1123, 1.0639, 3.1824], [-0.3069, 0.8461, 4.1711], [-1.5418, -0.4262, 2.4522], [0.0450, -1.1010, 2.6120]]
}


Quick rundown of calculated total energy, same order as above: -36419.35002 -9842.05257 -68527.71666 -9354.70452 -17618.52077 -15124.19751 eV
Quick rundown of energy relative to the best compared isomer or geometry (same formula, charge and spin), same order as above: 110.27 504.34 0.00 29.51 91.44 524.35 kJ/mol